Computed, not measured: a structure of composition C29H19Br3IrN2O3 at a distorted geometry, with wB97M-V/def2-TZVPD.

```
! RIJCOSX wB97M-V def2-TZVPD def2/J DEFGRID3
* xyz 0 2
Ir 0.457 -0.701 -0.142
Br 4.508 -0.701 -6.167
C 3.153 -0.701 -4.846
C 1.824 -0.701 -5.221
C 0.835 -0.701 -4.232
C 1.093 -0.701 -2.838
O 0.087 -0.701 -2.038
C 2.496 -0.701 -2.500
C 3.093 -0.701 -1.110
N 2.372 -0.701 -0.056
C 2.633 -0.701 1.310
C 3.944 -0.701 1.806
C 4.181 -0.701 3.174
C 3.107 -0.701 4.057
C 1.781 -0.701 3.585
C 0.717 -0.701 4.502
C -0.599 -0.701 4.060
C -0.819 -0.701 2.702
N 0.172 -0.701 1.797
C 1.495 -0.701 2.199
C 3.496 -0.701 -3.501
H 1.527 -0.701 -6.264
H -0.209 -0.701 -4.551
H 4.192 -0.700 -1.045
H 4.785 -0.701 1.121
H 5.200 -0.701 3.550
H 3.308 -0.701 5.125
H 0.911 -0.701 5.572
H -1.430 -0.701 4.754
H -1.818 -0.701 2.279
H 4.544 -0.701 -3.222
Br 0.415 6.073 -0.185
C 0.432 4.182 -0.168
C -0.400 3.475 -1.035
C -0.385 2.079 -1.020
C 0.457 1.400 -0.142
C 1.287 2.110 0.723
C 1.277 3.506 0.713
H -1.059 3.998 -1.723
H -1.028 1.516 -1.690
H 1.939 1.571 1.404
H 1.927 4.053 1.390
Br -7.765 -0.966 -1.931
C -6.281 -0.794 -0.769
C -6.496 -0.592 0.594
C -5.405 -0.465 1.452
C -4.106 -0.541 0.943
C -3.876 -0.743 -0.429
C -4.986 -0.869 -1.281
C -2.464 -0.824 -0.976
O -2.339 -1.008 -2.227
O -1.513 -0.701 -0.142
H -7.503 -0.533 0.994
H -5.556 -0.308 2.516
H -3.252 -0.442 1.612
H -4.816 -1.026 -2.344
H 0.457 -2.425 -0.142
*
```

As for the strongest force on any atom: 5.9 eV/A. The calculation puts the HOMO-LUMO gap (alpha / beta) at 6.0 / 5.2 eV. The LUMO energy (alpha / beta) comes out at -1.86 / -2.57 eV.



Computed, not measured: a structure of composition C29H19Cl5ErN6O3 at a distorted geometry, with wB97M-V/def2-TZVPD.

```
! RIJCOSX wB97M-V def2-TZVPD def2/J DEFGRID3
* xyz 1 4
Er 0.464 0.621 -0.474
O -0.529 -7.353 -1.372
N -0.750 -6.332 -1.979
O -1.245 -6.268 -3.086
C -0.453 -5.052 -1.288
C -0.460 -5.101 0.044
C -0.221 -3.918 0.813
C -0.190 -3.931 2.217
C 0.078 -2.771 2.892
C 0.278 -1.598 2.157
N 0.228 -1.549 0.837
C 0.003 -2.704 0.163
C 0.045 -2.670 -1.277
N 0.332 -1.477 -1.851
C 0.459 -1.417 -3.162
C 0.299 -2.536 -3.983
C -0.029 -3.740 -3.424
C -0.168 -3.841 -2.022
H -0.646 -6.047 0.534
H -0.363 -4.860 2.746
H 0.133 -2.742 3.971
H 0.486 -0.666 2.666
H 0.687 -0.444 -3.577
H 0.424 -2.438 -5.052
H -0.178 -4.607 -4.044
Cl 7.672 2.334 -0.333
C 5.959 2.283 -0.290
C 5.299 1.059 -0.308
Cl 6.166 -0.421 -0.377
C 3.914 1.051 -0.274
Cl 3.010 -0.448 -0.314
C 3.141 2.207 -0.217
O 1.826 2.130 -0.185
C 3.823 3.428 -0.204
Cl 2.880 4.864 -0.136
C 5.213 3.466 -0.239
Cl 6.018 4.977 -0.221
C -0.547 1.607 -2.390
C -1.552 2.181 -1.477
C -2.767 1.513 -1.229
C -3.704 2.022 -0.346
C -3.448 3.200 0.348
C -2.251 3.868 0.129
C -1.312 3.366 -0.761
H 0.093 2.368 -2.837
H -1.012 0.998 -3.165
H -2.991 0.611 -1.792
H -4.649 1.509 -0.210
H -4.182 3.604 1.033
H -2.050 4.798 0.648
H -0.389 3.908 -0.940
N -3.835 1.068 3.421
C -2.606 1.495 3.042
C -1.915 0.879 1.980
N -0.720 1.299 1.606
C -0.177 2.329 2.280
C -0.868 2.924 3.314
N -2.071 2.514 3.705
H -4.334 0.369 2.905
H -4.314 1.579 4.142
H -2.361 0.057 1.433
H 0.793 2.682 1.959
H -0.437 3.761 3.849
*
```

As for the strongest force on any atom: 1.4 eV/A. The calculation puts the HOMO-LUMO gap (alpha / beta) at 6.2 / 6.2 eV. The LUMO energy (alpha / beta) comes out at -3.95 / -3.95 eV. As for the energy above the lowest of the compared OMol25 structures with the same formula, charge and spin: 0.00 kcal per mole.



Computed, not measured: a structure of composition C29H20AlClF5PS at a distorted geometry, with wB97M-V/def2-TZVPD.

```
! RIJCOSX wB97M-V def2-TZVPD def2/J DEFGRID3
* xyz 0 1
C -0.602 -0.955 0.641
C -0.559 -1.567 -0.695
C 0.721 -2.255 -0.751
H -1.418 -1.740 -1.342
C 1.408 -2.056 0.460
C 0.622 -1.250 1.308
H 0.855 -0.963 2.333
H -1.501 -0.671 1.164
H 1.045 -2.888 -1.584
H 2.366 -2.500 0.733
Al -0.101 0.433 -0.924
Cl 1.911 1.139 -1.007
P -0.099 0.333 -3.372
C 1.055 -0.758 -4.292
C 0.643 -1.409 -5.470
H -0.393 -1.348 -5.792
C 1.564 -2.054 -6.289
H 1.235 -2.506 -7.224
C 2.922 -2.085 -5.912
H 3.639 -2.609 -6.549
C 3.335 -1.478 -4.723
H 4.396 -1.484 -4.446
C 2.402 -0.843 -3.903
H 2.722 -0.356 -2.982
C -1.688 -0.126 -4.170
C -2.303 -1.339 -3.822
H -1.808 -2.027 -3.135
C -3.514 -1.711 -4.408
H -3.993 -2.642 -4.101
C -4.089 -0.901 -5.390
H -5.043 -1.180 -5.843
C -3.452 0.284 -5.787
H -3.866 0.896 -6.588
C -2.268 0.682 -5.169
H -1.754 1.582 -5.497
C 0.278 1.957 -4.132
C 0.995 2.033 -5.340
H 1.373 1.127 -5.807
C 1.169 3.256 -5.982
H 1.680 3.289 -6.943
C 0.664 4.427 -5.393
H 0.819 5.388 -5.894
C 0.003 4.368 -4.161
H -0.393 5.278 -3.705
C -0.167 3.140 -3.517
H -0.679 3.102 -2.551
F -0.404 2.105 6.100
C -0.648 1.927 4.781
C 0.233 2.475 3.851
F 1.325 3.159 4.269
C -0.056 2.381 2.490
F 0.785 2.955 1.592
C -1.224 1.757 2.011
S -1.576 1.755 0.304
C -2.079 1.208 2.993
F -3.227 0.610 2.600
C -1.809 1.297 4.360
F -2.691 0.832 5.270
*
```

As for the strongest force on any atom: 2.1 eV/A. The calculation puts the HOMO-LUMO gap at 7.8 eV. The LUMO energy comes out at -0.07 eV. As for the energy above the lowest of the compared OMol25 structures with the same formula, charge and spin: 0.00 kcal per mole.



Computed, not measured: a structure of composition C29H20BN4O2PtSe, with wB97M-V/def2-TZVPD.

```
! RIJCOSX wB97M-V def2-TZVPD def2/J DEFGRID3
* xyz -1 3
Pt -0.009 0.300 -0.669
C -4.204 -0.634 -0.977
C -2.842 -0.768 -0.811
N -2.039 0.311 -0.755
C -2.541 1.576 -0.895
C -3.943 1.780 -1.019
C -4.761 0.630 -1.071
C -4.433 3.099 -1.086
C -3.542 4.158 -1.045
C -2.168 3.972 -0.963
C -1.618 2.674 -0.911
N -0.288 2.298 -0.909
C 0.866 3.040 -0.716
C 1.004 4.441 -0.622
C 2.256 5.021 -0.476
C 3.417 4.267 -0.416
C 3.337 2.861 -0.474
C 4.454 2.004 -0.399
C 4.288 0.627 -0.434
C 3.022 0.095 -0.527
N 1.935 0.890 -0.595
C 2.055 2.254 -0.599
H -4.816 -1.526 -1.023
H -2.357 -1.727 -0.712
H -5.831 0.756 -1.195
H -5.500 3.263 -1.171
H -3.920 5.173 -1.090
H -1.538 4.839 -0.973
H 0.148 5.086 -0.663
H 2.318 6.101 -0.410
H 4.386 4.737 -0.306
H 5.442 2.441 -0.317
H 5.135 -0.044 -0.381
H 2.833 -0.967 -0.565
Se 0.413 -1.263 -2.694
C 0.564 -3.114 -2.274
C -0.024 -3.745 -1.180
C 0.132 -5.111 -1.006
N 0.816 -5.910 -1.829
C 1.371 -5.302 -2.880
C 1.278 -3.946 -3.142
H -0.596 -3.180 -0.467
H -0.329 -5.594 -0.149
H 1.932 -5.940 -3.557
H 1.768 -3.532 -4.015
O 1.030 -0.515 2.008
B 0.153 -0.907 0.949
O -0.671 -1.941 1.432
C -0.337 -2.138 2.747
C -0.887 -3.025 3.637
C -0.362 -3.019 4.934
C 0.669 -2.154 5.285
C 1.220 -1.263 4.357
C 0.692 -1.282 3.088
H -1.686 -3.694 3.343
H -0.766 -3.699 5.673
H 1.053 -2.169 6.297
H 2.024 -0.585 4.615
*
```

As for the strongest force on any atom: 0.4 eV/A. The calculation puts the HOMO-LUMO gap (alpha / beta) at 3.6 / 6.1 eV. The LUMO energy (alpha / beta) comes out at 1.94 / 1.74 eV.



Computed, not measured: a structure of composition C29H20Br2GaNO2P at a distorted geometry, with wB97M-V/def2-TZVPD.

```
! RIJCOSX wB97M-V def2-TZVPD def2/J DEFGRID3
* xyz 1 1
Ga -0.013 -1.673 -1.599
C -2.059 -2.046 1.565
C -0.553 -1.983 1.498
C 0.189 -1.427 2.711
C 1.735 -1.708 2.748
C 2.293 -2.352 1.554
C 3.536 -2.905 1.550
Br 4.571 -2.776 3.109
C 4.081 -3.495 0.442
C 3.335 -3.507 -0.754
Br 4.207 -4.004 -2.331
C 2.047 -3.051 -0.752
O 1.287 -3.072 -1.820
C 1.489 -2.537 0.455
N 0.103 -2.286 0.410
H -2.372 -2.408 2.579
H -2.435 -2.714 0.791
H -2.506 -1.058 1.352
H -0.320 -1.705 3.644
H 2.070 -2.120 3.712
H 4.993 -4.082 0.574
O -2.548 -2.710 -2.422
C -1.944 -1.779 -1.866
C -2.625 -0.613 -1.208
C -4.017 -0.653 -1.127
C -4.719 0.312 -0.452
C -4.037 1.495 -0.140
C -2.687 1.618 -0.349
C -1.918 0.559 -0.865
P -0.129 0.795 -1.246
C 0.091 2.455 -1.976
C 0.099 2.523 -3.396
C -0.070 3.763 -4.006
C -0.120 4.927 -3.311
C -0.101 4.868 -1.935
C -0.027 3.608 -1.228
C 0.715 1.002 0.427
C -0.037 0.886 1.585
C 0.469 0.116 2.754
C 1.998 -0.135 2.742
C 2.745 0.551 1.650
C 2.139 0.973 0.519
H -4.431 -1.508 -1.579
H -5.748 0.312 -0.250
H -4.563 2.376 0.186
H -2.187 2.521 -0.059
H 0.270 1.644 -4.028
H -0.157 3.817 -5.065
H -0.179 5.927 -3.754
H -0.244 5.824 -1.402
H 0.195 3.717 -0.161
H -1.078 1.204 1.670
H 0.107 0.460 3.755
H 2.471 0.058 3.706
H 3.869 0.639 1.728
H 2.717 1.359 -0.333
*
```

As for the strongest force on any atom: 3.4 eV/A. The calculation puts the HOMO-LUMO gap at 7.0 eV. The LUMO energy comes out at -3.95 eV. As for the energy above the lowest of the compared OMol25 structures with the same formula, charge and spin: 35.61 kcal per mole.



Computed, not measured: a structure of composition C29H20BrFMnN4O4 at a distorted geometry, with wB97M-V/def2-TZVPD.

```
! RIJCOSX wB97M-V def2-TZVPD def2/J DEFGRID3
* xyz 0 6
Mn 0.517 0.427 0.468
Br 7.047 6.236 -2.811
C 5.246 6.109 -3.391
C 4.575 7.253 -3.799
C 3.262 7.164 -4.216
C 2.584 5.935 -4.184
C 3.304 4.780 -3.803
C 4.621 4.869 -3.410
N 1.256 5.902 -4.530
N 0.489 4.921 -4.268
C 0.426 4.324 -3.051
C 0.898 4.939 -1.879
C 0.945 4.281 -0.664
C 0.563 2.944 -0.573
O 0.579 2.241 0.524
C 0.134 2.271 -1.770
N -0.080 0.929 -1.657
C -0.568 0.295 -2.704
C -0.877 0.931 -3.910
C -0.594 2.267 -4.061
C -0.047 2.973 -2.979
H 5.080 8.208 -3.776
H 2.726 8.047 -4.538
H 2.819 3.815 -3.851
H 5.164 3.984 -3.108
H 1.223 5.969 -1.946
H 1.310 4.782 0.222
H -0.730 -0.770 -2.589
H -1.321 0.360 -4.713
H -0.792 2.783 -4.990
C -0.158 -6.560 2.383
C -1.000 -5.733 3.353
C -2.424 -6.274 3.356
C -3.329 -5.414 4.224
C -3.330 -4.016 3.675
C -4.453 -3.221 3.747
C -4.427 -1.938 3.216
F -5.542 -1.192 3.288
C -3.304 -1.420 2.635
C -2.146 -2.203 2.572
C -0.936 -1.626 2.004
O -0.948 -0.458 1.540
C 0.218 -2.466 2.051
C 0.129 -3.730 2.553
N -1.011 -4.297 2.989
C -2.159 -3.520 3.071
C 1.565 -2.055 1.491
O 2.568 -2.659 1.818
O 1.504 -1.090 0.634
H -0.344 -7.615 2.578
H 0.910 -6.392 2.491
H -0.444 -6.344 1.353
H -0.578 -5.819 4.360
H -2.407 -7.303 3.714
H -2.803 -6.272 2.330
H -2.962 -5.410 5.255
H -4.342 -5.816 4.237
H -5.355 -3.583 4.221
H -3.284 -0.418 2.229
H 1.032 -4.321 2.587
*
```

As for the strongest force on any atom: 3.3 eV/A. The calculation puts the HOMO-LUMO gap (alpha / beta) at 5.9 / 6.1 eV. The LUMO energy (alpha / beta) comes out at -0.78 / -0.86 eV.



Computed, not measured: a structure of composition C29H20CaCl2F5N5O5S2Se2, with wB97M-V/def2-TZVPD.

```
! RIJCOSX wB97M-V def2-TZVPD def2/J DEFGRID3
* xyz -2 1
Ca -1.157 0.167 1.136
O 1.785 -2.998 2.192
C 1.209 -1.977 1.770
N 0.039 -1.911 1.154
C -0.568 -3.207 1.020
C -1.833 -3.185 0.212
C -2.209 -4.325 -0.501
C -3.423 -4.356 -1.157
C -4.238 -3.237 -1.088
C -3.773 -2.136 -0.394
N -2.600 -2.090 0.239
C 1.897 -0.642 1.996
C 3.120 -0.638 2.657
C 3.729 0.576 2.914
C 3.093 1.746 2.528
C 1.872 1.651 1.886
N 1.289 0.485 1.615
H -0.826 -3.621 2.009
H 0.124 -3.938 0.583
H -1.536 -5.172 -0.526
H -3.726 -5.233 -1.716
H -5.198 -3.196 -1.584
H -4.382 -1.243 -0.346
H 3.546 -1.587 2.944
H 4.688 0.616 3.419
H 3.524 2.718 2.724
H 1.329 2.538 1.587
Se -2.520 1.149 -3.255
Se -2.497 -1.137 -3.682
C -0.649 -1.505 -3.213
C 0.114 -2.206 -4.131
C 1.445 -2.449 -3.816
C 1.950 -1.957 -2.631
C 1.093 -1.267 -1.781
N -0.195 -1.060 -2.052
C -3.752 1.178 -1.766
C -5.085 1.424 -2.066
C -5.996 1.542 -1.027
C -5.537 1.415 0.268
C -4.188 1.155 0.475
N -3.306 1.024 -0.522
H -0.315 -2.525 -5.072
H 2.082 -2.980 -4.513
H 2.993 -2.045 -2.365
H 1.456 -0.867 -0.848
H -5.385 1.538 -3.098
H -7.041 1.740 -1.234
H -6.192 1.511 1.122
H -3.807 1.032 1.484
O -3.184 2.314 4.052
S -2.068 1.605 3.444
O -0.870 1.542 4.273
O -2.484 0.205 3.029
O -1.707 2.234 2.096
F 7.289 2.452 2.115
C 6.397 2.170 1.146
C 6.265 0.884 0.658
F 7.046 -0.088 1.159
C 5.339 0.604 -0.325
F 5.277 -0.665 -0.747
C 4.483 1.566 -0.888
S 3.341 1.199 -2.116
C 4.653 2.854 -0.349
F 3.892 3.865 -0.788
C 5.580 3.154 0.628
F 5.685 4.408 1.107
Cl -2.411 4.367 -1.317
C -1.045 3.890 -0.261
Cl -0.039 2.648 -1.017
H -1.449 3.500 0.672
H -0.436 4.775 -0.122
*
```

As for the strongest force on any atom: 0.6 eV/A. The calculation puts the HOMO-LUMO gap at 5.6 eV. The LUMO energy comes out at 3.54 eV. As for the energy above the lowest of the compared OMol25 structures with the same formula, charge and spin: 15.31 kcal per mole.



Computed, not measured: a structure of composition C29H20Cl3N6SV, with wB97M-V/def2-TZVPD.

```
! RIJCOSX wB97M-V def2-TZVPD def2/J DEFGRID3
* xyz 3 2
V 0.208 0.124 0.113
S -4.931 -0.219 5.540
N -4.489 1.009 4.608
C -3.532 0.569 3.810
C -2.815 1.345 2.831
C -3.023 2.711 2.600
C -2.261 3.358 1.646
C -1.310 2.643 0.936
N -1.108 1.333 1.132
C -1.844 0.685 2.071
C -1.559 -0.721 2.257
N -0.598 -1.260 1.462
C -0.303 -2.555 1.600
C -0.940 -3.371 2.525
C -1.922 -2.840 3.335
C -2.246 -1.483 3.206
C -3.251 -0.816 3.993
N -4.006 -1.373 4.923
H -3.772 3.238 3.179
H -2.391 4.413 1.450
H -0.687 3.133 0.199
H 0.466 -2.956 0.955
H -0.659 -4.412 2.596
H -2.445 -3.443 4.067
C 2.329 -3.051 -1.990
C 3.576 -3.003 -1.378
C 3.806 -2.081 -0.366
C 2.784 -1.226 0.011
N 1.570 -1.288 -0.583
C 1.349 -2.180 -1.563
C 2.865 -0.185 1.045
C 4.037 0.173 1.685
C 4.026 1.182 2.645
C 2.843 1.838 2.973
C 1.663 1.495 2.339
C 1.659 0.513 1.338
H 2.119 -3.755 -2.782
H 4.362 -3.679 -1.686
H 4.768 -2.040 0.123
H 0.360 -2.189 -2.001
H 4.967 -0.325 1.449
H 4.947 1.449 3.147
H 2.843 2.611 3.729
H 0.753 2.004 2.628
Cl -2.046 -1.053 -1.055
C -2.795 -0.806 -2.694
Cl -3.755 0.653 -2.726
H -3.409 -1.685 -2.846
H -1.976 -0.747 -3.402
Cl 3.569 2.705 -3.477
C 1.952 2.391 -3.044
C 0.886 2.947 -3.748
C -0.406 2.651 -3.340
C -0.607 1.818 -2.259
N 0.425 1.274 -1.582
C 1.682 1.563 -1.969
H 1.073 3.597 -4.593
H -1.259 3.068 -3.859
H -1.607 1.585 -1.919
H 2.501 1.125 -1.415
*
```

As for the strongest force on any atom: 0.6 eV/A. The calculation puts the HOMO-LUMO gap (alpha / beta) at 5.7 / 6.5 eV. The LUMO energy (alpha / beta) comes out at -11.33 / -10.51 eV. As for the energy above the lowest of the compared OMol25 structures with the same formula, charge and spin: 0.86 kcal per mole.